--- one ---
9
Properties=species:S:1:pos:R:3 method="wB97M-V/def2-TZVPD" orbital_gap_ha=0.346 homo_energy_ev=-8.9
O 1.62 -1.11 -0.03
C 0.82 1.03 -0.52
N -0.28 1.61 -0.05
N -1.16 0.61 0.29
C -0.68 -0.59 0.04
N 0.55 -0.34 -0.43
H 2.35 -0.49 -0.24
H -2.00 0.82 0.80
H -1.22 -1.53 0.13

--- two ---
9
Properties=species:S:1:pos:R:3 method="wB97M-V/def2-TZVPD" orbital_gap_ha=0.365 homo_energy_ev=-10.0 smiles=Oc1nc[nH]n1
O -2.08 0.03 0.92
C -0.63 -0.59 0.32
N 0.56 -1.26 0.20
N 1.31 -0.25 -0.39
C 0.59 0.85 -0.54
N -0.58 0.64 -0.18
H -2.37 -0.78 1.27
H 2.26 -0.36 -0.70
H 0.84 1.84 -0.92

Unit: eV. Relative energies: one 0.000; two 0.392.